Model i:
A molecular structure, H3NO3PS. Source: OMol25; level of theory: ωB97M-V/def2-TZVPD.

Properties
**Total charge**: -1
**LUMO level**: 3.91 eV
**HOMO-LUMO gap**: 0.2896 Ha
**HOMO energy**: -4.0 eV

```
9
H3NO3PS | OMol25 | ωB97M-V/def2-TZVPD
N 0.4798 -0.0382 -0.6193
O 1.5152 -2.0503 0.6655
O -0.1009 0.2872 1.6746
O 2.6798 0.1382 0.7506
P -0.6813 -0.5779 0.4556
S 2.0295 -0.9281 -0.1031
H 0.8140 0.1781 1.5870
H 0.1937 -0.3216 -1.4745
H -1.7643 0.3832 0.0484
```

These are the Löwdin partial charges, in e, on atoms 1 to 4: N -0.44; O -0.60; O -0.37; O -0.57



Model ii:
A gas-phase ion, H3NO3PS (charge -1). Source: OMol25; level of theory: ωB97M-V/def2-TZVPD.

Properties
**Total charge**: -1
**LUMO level**: 4.02 eV
**HOMO-LUMO gap**: 0.3063 Ha
**HOMO energy**: -4.3 eV

```
9
H3NO3PS | OMol25 | ωB97M-V/def2-TZVPD
N 0.6228 -0.2842 0.8067
O -0.6214 -2.4980 0.5519
O 0.6391 1.4805 -1.2450
O -1.2208 -0.6997 -1.0127
P 0.8778 1.2830 0.4389
S -1.0267 -1.1166 0.4324
H -0.2500 0.9326 -1.3708
H 1.4603 -0.6911 0.6195
H -0.4811 1.5935 0.7792
```

These are the Löwdin partial charges, in e, on atoms 1 to 4: N -0.50; O -0.55; O -0.50; O -0.59



Energies in kcal/mol, measured from the most stable structure: model i 16.6; model ii 0.0.



Model i:
A single C5H11N3O molecule. Source: OMol25; level of theory: ωB97M-V/def2-TZVPD.

Properties
**LUMO level (alpha / beta)**: -0.38 / -0.38 eV
**HOMO-LUMO gap (alpha / beta)**: 0.2836 / 0.2836 Ha
**HOMO energy (alpha / beta)**: -8.1 / -8.1 eV

```
20
C5H11N3O | OMol25 | ωB97M-V/def2-TZVPD
C 0.6230 1.5836 -0.3138
C 0.6079 -1.6249 -1.1605
N -0.8633 0.4086 -1.5263
N -0.5379 1.6302 -0.9831
C -0.5512 -0.8238 -0.5689
C 0.0371 0.0280 0.9027
N -1.1122 0.4336 1.5799
C 1.2001 -0.2542 1.5348
O -1.6056 -1.4509 -0.2847
H -1.8576 0.3727 -1.7258
H -1.2908 2.1011 -0.4835
H -1.9071 -0.1234 1.2691
H -1.0351 0.4485 2.5881
H 0.8322 2.4086 0.3509
H 1.4531 1.1270 -0.8311
H 1.5006 -1.0269 -1.3496
H 0.2731 -2.0447 -2.1096
H 0.8543 -2.4394 -0.4806
H 2.1005 -0.4631 0.9740
H 1.2789 -0.2905 2.6179
```

These are the Löwdin partial charges, in e, on atoms 1 to 4: C 0.00; C -0.04; N 0.05; N -0.07



Model ii:
A molecular structure, C5H11N3O. Source: OMol25; level of theory: ωB97M-V/def2-TZVPD.

Properties
**LUMO level**: 0.32 eV
**HOMO-LUMO gap**: 0.2858 Ha
**HOMO energy**: -7.5 eV

```
20
C5H11N3O | OMol25 | ωB97M-V/def2-TZVPD
C 1.6733 0.4615 1.1357
C 0.8647 0.4512 -0.1331
C 0.3266 -1.3989 -0.6698
C 1.0817 1.3153 -1.1167
N 0.1625 -1.6953 -1.8942
H -0.6404 -1.2449 -2.3276
H 1.0662 -1.9125 -0.0622
H 2.2687 -0.4542 1.2304
H 1.0522 0.5145 2.0399
H 2.3858 1.2920 1.1749
H 0.4671 1.2936 -2.0119
H 1.8735 2.0616 -1.0915
C -1.4934 0.1713 -0.0628
N -1.1151 -1.2698 0.1860
N -1.8749 0.8324 1.1009
O -1.8838 0.4558 -1.1740
H -2.2316 1.7552 0.8927
H -1.7534 -1.9407 -0.2556
H -1.0141 -1.4991 1.1726
H -1.2156 0.8109 1.8662
```

These are the Löwdin partial charges, in e, on atoms 1 to 4: C -0.12; C -0.31; C -0.33; C 0.00



Energies in kcal/mol, measured from the most stable structure: model i 1.8; model ii 0.0.



Model i:
A single C5H11N3O molecule. Source: OMol25; level of theory: ωB97M-V/def2-TZVPD.

Properties
**LUMO level**: 0.90 eV
**HOMO-LUMO gap**: 0.3012 Ha
**HOMO energy**: -7.3 eV

```
20
C5H11N3O | OMol25 | ωB97M-V/def2-TZVPD
C -1.6198 1.0886 -0.1991
C -0.2004 0.5901 -0.2265
N 0.2695 0.1787 -1.5305
C -0.1214 -1.2107 -1.7540
C -0.1754 -1.8339 -0.3649
O 0.8012 -2.2378 0.2254
C 0.6451 0.6922 0.8230
N 0.3006 1.3372 2.0111
N 1.9642 0.2402 0.7407
H -2.1162 0.7930 -1.1182
H -2.1771 0.6791 0.6450
H -1.6531 2.1770 -0.1367
H 1.2787 0.2841 -1.5587
H -1.1084 -1.2401 -2.2253
H 0.5991 -1.7268 -2.3914
H -1.1812 -1.9161 0.0805
H 0.6795 0.9155 2.8475
H -0.6799 1.5524 2.0958
H 2.0301 -0.7258 0.4258
H 2.4650 0.3630 1.6104
```

These are the Löwdin partial charges, in e, on atoms 1 to 4: C -0.05; C -0.35; N -0.01; C -0.17



Model ii:
A molecular structure, C5H11N3O. Source: OMol25; level of theory: ωB97M-V/def2-TZVPD.

Properties
**LUMO level**: 0.89 eV
**HOMO-LUMO gap**: 0.3341 Ha
**HOMO energy**: -8.2 eV

```
20
C5H11N3O | OMol25 | ωB97M-V/def2-TZVPD
C -0.9518 0.3275 -1.3935
C -0.4687 0.0018 -0.1577
C 1.7646 -0.9357 -0.8008
C 1.0003 -1.1973 1.6410
C 0.9574 -0.3109 0.2974
N -1.3363 0.9114 0.5189
N -1.7522 1.3229 -0.7851
N -3.1365 1.3596 -1.0746
O 1.5055 0.9004 0.6472
H -1.0882 0.0175 -2.4409
H 2.5945 -1.2993 -0.2419
H 1.1946 -1.7941 -1.1547
H 2.0951 -0.3413 -1.5951
H 0.3043 -2.0005 1.7204
H 0.8818 -0.4771 2.4049
H 1.9481 -1.7430 1.7088
H -1.0213 1.6296 1.2259
H -3.5457 0.5718 -0.5714
H -3.4439 2.2704 -0.7409
H 2.4982 0.7862 0.7919
```

These are the Löwdin partial charges, in e, on atoms 1 to 4: C -0.02; C -0.20; C -0.03; C 0.00



Model iii:
A molecular structure, C5H11N3O. Source: OMol25; level of theory: ωB97M-V/def2-TZVPD.

Properties
**LUMO level**: 0.19 eV
**HOMO-LUMO gap**: 0.2796 Ha
**HOMO energy**: -7.4 eV

```
20
C5H11N3O | OMol25 | ωB97M-V/def2-TZVPD
C 0.6393 -0.5071 -0.6570
C 1.3914 0.3477 -1.6585
C 1.3866 -0.6732 0.6466
C -1.1112 0.2242 -0.9579
C -0.9839 0.6707 0.4065
N -2.1329 -1.2131 1.1619
N -0.3852 1.9099 0.6441
N -1.5956 0.0630 1.3961
O -1.7693 -0.2942 -1.7770
H 0.3646 -1.4809 -1.0662
H -2.7456 -1.4401 1.9324
H -1.4166 -1.9368 1.0931
H -0.6970 2.6411 0.0188
H -0.5111 2.1603 1.6166
H 0.8998 0.3656 -2.6323
H 2.4009 -0.0442 -1.8158
H 1.4814 1.3696 -1.2786
H 2.2848 -1.2741 0.4851
H 1.7030 0.2955 1.0380
H 0.7966 -1.1837 1.4041
```

These are the Löwdin partial charges, in e, on atoms 1 to 4: C -0.31; C -0.11; C -0.10; C -0.20



Energies in kcal/mol, measured from the most stable structure: model i 0.0; model ii 72.5; model iii 63.4.



Model i:
2 unconnected molecules or ions with the total composition C3H13NSi2. Source: OMol25; level of theory: ωB97M-V/def2-TZVPD.

Properties
**LUMO level**: 0.70 eV
**HOMO-LUMO gap**: 0.3206 Ha
**HOMO energy**: -8.0 eV

```
19
C3H13NSi2 | OMol25 | ωB97M-V/def2-TZVPD
C -3.1470 1.0072 -0.5403
Si -2.0120 0.1577 0.4690
C -2.1946 -1.7201 0.1467
H -3.9050 0.5978 -1.2100
H -3.2130 2.1113 -0.4006
H -0.9306 0.6099 1.1522
H -2.4275 -2.1622 1.1801
H -3.0020 -2.1475 -0.4175
H -1.2809 -2.3705 -0.0192
C 2.0710 -0.9657 -0.1635
Si 2.4658 0.8119 0.2423
N 0.9632 1.5761 0.0225
H 1.4870 -1.1450 -0.9866
H 3.2165 -1.4774 -0.2767
H 1.5851 -1.4186 0.6739
H 2.6620 1.3394 1.8177
H 3.7803 1.2798 -0.4083
H 0.7656 2.4293 0.5252
H 0.7120 1.7460 -0.9708
```

These are the Löwdin partial charges, in e, on atoms 1 to 4: C -0.27; Si 0.68; C -0.29; H -0.03



Model ii:
2 unconnected molecules or ions with the total composition C3H13NSi2. Source: OMol25; level of theory: ωB97M-V/def2-TZVPD.

Properties
**LUMO level**: -1.03 eV
**HOMO-LUMO gap**: 0.2582 Ha
**HOMO energy**: -8.1 eV

```
19
C3H13NSi2 | OMol25 | ωB97M-V/def2-TZVPD
C 0.6023 -0.8660 -0.0257
C 0.9466 1.2320 1.1091
C -2.7201 -0.3535 -0.8462
N -0.0326 0.4323 0.3523
Si -1.8088 0.3941 0.6441
Si 3.5988 0.6598 -1.6247
H 1.1826 -1.4084 0.7894
H -0.2428 -1.4539 -0.3434
H 1.4432 -0.6272 -0.6640
H 1.9210 1.3543 0.5172
H 0.6134 2.2601 1.2540
H 1.2236 0.9112 2.2088
H -3.7857 -0.4216 -0.6068
H -2.5375 0.2533 -1.7373
H -2.2817 -1.3307 -1.1638
H -1.6931 -0.5621 1.8603
H -2.1007 1.8742 0.6181
H 3.6311 0.7260 -3.1905
H 3.6927 -0.7211 -1.0910
```

These are the Löwdin partial charges, in e, on atoms 1 to 4: C -0.16; C -0.21; C -0.26; N -0.41



Energies in kcal/mol, measured from the most stable structure: model i 0.0; model ii 28.4.



Model i:
A molecular structure, ClFH2Si. Source: OMol25; level of theory: ωB97M-V/def2-TZVPD.

Properties
**LUMO level**: -0.89 eV
**HOMO-LUMO gap**: 0.3525 Ha
**HOMO energy**: -10.5 eV

```
5
ClFH2Si | OMol25 | ωB97M-V/def2-TZVPD
F 0.4470 -1.5309 0.0554
Si 0.3150 0.0631 0.0810
Cl -2.3026 0.5846 -0.0156
H 0.3554 0.4820 -1.3185
H 1.1851 0.4012 1.1978
```

These are the Löwdin partial charges, in e, on atoms 1 to 4: F -0.26; Si 0.59; Cl -0.22; H -0.07



Model ii:
A single ClFH2Si molecule. Source: OMol25; level of theory: ωB97M-V/def2-TZVPD.

Properties
**LUMO level**: 0.81 eV
**HOMO-LUMO gap**: 0.4540 Ha
**HOMO energy**: -11.5 eV

```
5
ClFH2Si | OMol25 | ωB97M-V/def2-TZVPD
F 0.2561 0.2191 -1.9917
Si -0.3238 -0.3454 -0.5979
Cl -1.7782 -1.7025 -0.6912
H -0.6389 0.9634 -0.1675
H 0.6725 -0.8031 0.2716
```

These are the Löwdin partial charges, in e, on atoms 1 to 4: F -0.26; Si 0.08; Cl 0.32; H -0.06



Energies in kcal/mol, measured from the most stable structure: model i 35.6; model ii 0.0.



Model i:
A single H3NO2 molecule. Source: OMol25; level of theory: ωB97M-V/def2-TZVPD.

Properties
**LUMO level**: 0.71 eV
**HOMO-LUMO gap**: 0.4012 Ha
**HOMO energy**: -10.2 eV

```
6
H3NO2 | OMol25 | ωB97M-V/def2-TZVPD
N 0.3169 0.6997 0.6830
O 0.2593 -0.6670 0.5103
O -0.5285 -1.2374 -0.7578
H -0.6565 1.0164 0.6603
H 0.9799 1.0574 -0.0103
H -1.0283 -1.9945 -0.4035
```

These are the Löwdin partial charges, in e, on atoms 1 to 4: N 0.03; O -0.21; O -0.08; H 0.10



Model ii:
2 unconnected molecules or ions with the total composition H3NO2. Source: OMol25; level of theory: ωB97M-V/def2-TZVPD.

Properties
**LUMO level (alpha / beta)**: 0.10 / 0.17 eV
**HOMO-LUMO gap (alpha / beta)**: 0.3751 / 0.3620 Ha
**HOMO energy (alpha / beta)**: -10.1 / -9.7 eV

```
6
H3NO2 | OMol25 | ωB97M-V/def2-TZVPD
N 0.9927 0.0257 0.1509
O -1.5850 -0.1152 0.1356
O -0.0466 0.7963 0.1384
H 1.4295 -0.3589 -0.7286
H 1.0165 -0.3848 1.1550
H -1.8070 0.0370 -0.8513
```

These are the Löwdin partial charges, in e, on atoms 1 to 4: N -0.03; O -0.16; O -0.17; H 0.14



Model iii:
A single H3NO2 molecule. Source: OMol25; level of theory: ωB97M-V/def2-TZVPD.

Properties
**LUMO level**: 0.99 eV
**HOMO-LUMO gap**: 0.3992 Ha
**HOMO energy**: -9.9 eV

```
6
H3NO2 | OMol25 | ωB97M-V/def2-TZVPD
N -0.1558 -0.5722 -0.4451
O 0.5628 -0.0223 0.8381
O 0.4406 1.3471 0.6016
H -1.0308 -1.0364 -0.0730
H 0.4362 -1.2265 -0.9563
H -0.2530 1.5103 0.0349
```

These are the Löwdin partial charges, in e, on atoms 1 to 4: N 0.05; O -0.18; O -0.06; H 0.10



Energies in kcal/mol, measured from the most stable structure: model i 0.0; model ii 12.6; model iii 9.0.